No. 1
DFT (wB97M-V/def2-TZVPD) results for the molecule C5H10O at a distorted geometry.

Summary:
Lowest unoccupied orbital energy, eV: 1.0
Frontier orbital gap, eV: 10.40
E_tot, eV: -7392.793
SMILES: CC[C@@H](C)C=O
Net charge: 0

```
16
Properties=species:S:1:pos:R:3:nbo_charge:R:1
O 1.872 -1.494 0.990 -0.510
C 1.370 -0.411 0.936 0.492
C 0.669 1.786 -0.017 -0.607
C -1.067 -0.132 -0.199 -0.400
C -1.211 -1.619 -0.522 -0.610
C 0.393 0.343 -0.327 -0.308
H -2.235 -1.968 -0.355 0.211
H -0.200 2.406 0.213 0.220
H -0.542 -2.219 0.101 0.216
H -0.954 -1.821 -1.569 0.204
H 1.589 0.644 1.656 0.061
H -1.776 0.439 -0.825 0.209
H 1.370 2.288 -0.692 0.226
H -1.374 0.059 0.836 0.198
H 1.241 1.723 1.028 0.177
H 0.854 -0.024 -1.254 0.221
```

No. 2
DFT (wB97M-V/def2-TZVPD) results for a cluster of 2 separate species, C3H3NO2 in total at a distorted geometry.

Summary:
Lowest unoccupied orbital energy, eV: -1.5
Frontier orbital gap, eV: 7.12
E_tot, eV: -8739.292
Net charge: 0

```
9
Properties=species:S:1:pos:R:3:nbo_charge:R:1
O -1.253 -1.021 -0.390 -0.398
O 0.463 -0.120 -0.961 -0.346
N 1.318 1.155 1.633 -0.797
C -0.512 0.223 0.090 0.177
C -0.273 -1.135 -1.197 0.656
C 1.516 2.082 0.927 -0.077
H -0.087 -1.930 -1.913 0.222
H -1.072 1.122 -0.159 0.233
H -0.023 0.186 1.089 0.331
```

No. 3
DFT (wB97M-V/def2-TZVPD) results for a structure of composition C8H15F2N2O at a distorted geometry.

Summary:
Lowest unoccupied orbital energy, eV: -2.9
Frontier orbital gap, eV: 11.22
E_tot, eV: -18994.330
Net charge: +1

```
28
Properties=species:S:1:pos:R:3:nbo_charge:R:1
F 2.550 -0.380 -0.395 -0.351
F 1.597 -0.362 1.451 -0.304
O -0.547 1.320 0.631 -0.460
N -1.307 -0.613 -0.404 -0.593
N -2.742 0.922 0.347 -0.762
C 1.283 -0.149 0.213 0.700
C -0.029 -1.398 -0.406 0.161
C -1.491 0.525 0.164 0.819
C 1.702 2.213 0.685 -0.636
C -0.244 -2.475 0.537 -0.684
C 0.548 -1.826 -1.810 -0.656
C 0.643 1.486 -1.541 -0.654
C 0.831 1.179 -0.050 0.176
H 0.343 2.581 -1.634 0.251
H 0.781 -2.882 -1.933 0.248
H 0.706 -2.941 0.842 0.264
H 1.635 1.374 -2.111 0.273
H -2.089 -1.128 -0.823 0.433
H -0.119 0.852 -1.986 0.219
H 1.337 2.461 1.642 0.249
H 1.827 3.146 0.050 0.238
H -2.724 1.671 1.037 0.424
H -0.810 -2.162 1.428 0.241
H 1.407 -1.237 -2.257 0.262
H -0.269 -1.546 -2.414 0.212
H 2.741 1.800 0.861 0.257
H -3.587 0.421 0.406 0.430
H -0.573 -3.289 -0.172 0.244
```

No. 4
DFT (wB97M-V/def2-TZVPD) results for a structure of composition C18H31N3O2PtSe2.

Summary:
Lowest unoccupied orbital energy, eV: 4.6
Frontier orbital gap, eV: 4.81
E_tot, eV: -161671.287
Net charge: -2

```
57
Properties=species:S:1:pos:R:3:nbo_charge:R:1
Pt 0.439 0.268 -0.986 0.622
Se 0.419 1.424 1.213 -0.295
Se -1.033 1.997 -2.181 -0.435
O -0.134 6.062 1.375 -0.765
O -1.788 3.859 1.927 -0.781
N -1.535 -0.773 -0.526 -0.879
N -0.108 -3.678 -0.242 -0.861
N -2.749 -3.404 -3.296 -1.136
C 6.034 -0.928 0.217 -0.279
C -3.279 -1.972 0.748 -0.433
C -0.810 -3.540 1.050 -0.041
C 5.673 0.257 -0.409 -0.222
C -1.945 -1.211 0.829 -0.050
C 0.774 3.305 0.756 -0.571
C 5.075 -1.920 0.395 -0.158
C -0.329 4.025 -0.053 -0.161
C 2.055 -0.369 -1.164 -0.309
C 3.408 -0.544 -0.684 -0.178
C 3.778 -1.734 -0.055 -0.218
C -2.226 -4.141 0.992 -0.438
C -3.080 -3.307 0.056 -0.697
C -0.111 5.543 0.047 -0.043
C 4.372 0.451 -0.854 -0.197
C -0.224 3.667 -1.552 -0.555
C -0.884 -2.077 1.514 -0.424
C -1.718 3.694 0.496 -0.089
H 3.015 -2.493 0.083 0.233
H -1.167 -2.099 2.576 0.189
H -0.615 4.495 -2.153 0.189
H -2.068 -0.300 1.418 0.194
H 7.049 -1.076 0.568 0.189
H -0.880 6.037 -0.562 0.143
H -1.703 -1.587 -1.122 0.397
H -2.806 -3.408 -2.264 0.401
H -2.465 4.364 0.061 0.165
H -4.002 -1.334 0.222 0.181
H -1.981 2.676 0.228 0.225
H -0.840 -3.631 -0.952 0.368
H 1.707 3.352 0.193 0.205
H -4.051 -3.792 -0.125 0.154
H 4.076 1.380 -1.326 0.215
H 0.099 -1.607 1.443 0.227
H 6.410 1.042 -0.542 0.193
H -3.396 -2.677 -3.586 0.337
H -1.826 -3.034 -3.507 0.345
H 5.345 -2.843 0.895 0.184
H -0.734 5.486 1.876 0.493
H 0.834 3.574 -1.797 0.206
H -1.369 3.054 2.274 0.491
H 0.287 -4.610 -0.291 0.331
H 0.862 5.804 -0.385 0.160
H -3.651 -2.065 1.801 0.126
H -0.206 -4.081 1.791 0.157
H 0.937 3.819 1.702 0.209
H -2.139 -5.184 0.659 0.176
H -2.175 -0.047 -0.833 0.390
H -2.618 -4.169 2.044 0.118
```